Molecular formula: CHI2P
Method: DFT, ωB97M-V/def2-TZVPD

Calculated values
**DFT total energy**: -26540.900 eV
**Energy above the lowest of the compared OMol25 structures with the same formula, charge and spin**: 16.96 kcal per mole

CARTESIAN COORDINATES (ANGSTROEM)
C (0.545, -2.134, 0.376)
P (0.449, -0.823, -0.631)
I (1.231, -3.965, -0.223)
I (-0.201, -1.761, 2.651)
H (-0.444, -0.042, 0.285)

Molecular formula: CHI4P
Method: DFT, ωB97M-V/def2-TZVPD

Calculated values
**DFT total energy**: -42743.573 eV
**Energy above the lowest of the compared OMol25 structures with the same formula, charge and spin**: 27.14 kcal per mole

CARTESIAN COORDINATES (ANGSTROEM)
C (-0.761, -0.455, 0.704)
P (-0.201, -0.593, 2.455)
I (-2.292, -1.985, 0.267)
I (-1.616, 1.492, 0.282)
I (2.046, -2.920, 1.622)
I (1.356, 1.165, 2.535)
H (0.112, -0.691, -0.030)

Molecular formula: CHI4P
Method: DFT, ωB97M-V/def2-TZVPD

Calculated values
**DFT total energy**: -42743.944 eV
**Energy above the lowest of the compared OMol25 structures with the same formula, charge and spin**: 18.59 kcal per mole

CARTESIAN COORDINATES (ANGSTROEM)
C (0.754, 0.295, -0.147)
P (-0.622, -0.517, 0.767)
I (1.054, 2.367, 0.312)
I (2.396, -1.023, 0.877)
I (-3.194, 1.070, 0.126)
I (-1.211, -2.366, -0.631)
H (0.822, 0.173, -1.304)

Molecular formula: CHIN2
Method: DFT, ωB97M-V/def2-TZVPD

Calculated values
**DFT total energy**: -12131.839 eV
**Energy above the lowest of the compared OMol25 structures with the same formula, charge and spin**: 13.62 kcal per mole

CARTESIAN COORDINATES (ANGSTROEM)
C (0.128, -0.489, -0.601)
N (-0.017, -1.573, -0.980)
N (-0.037, 0.699, -0.030)
I (0.814, 0.331, 1.905)
H (-0.887, 1.032, -0.295)

Molecular formula: CHIN2O
Method: DFT, ωB97M-V/def2-TZVPD

Calculated values
**DFT total energy**: -14174.541 eV
**Energy above the lowest of the compared OMol25 structures with the same formula, charge and spin**: 91.14 kcal per mole

CARTESIAN COORDINATES (ANGSTROEM)
C (-0.590, -0.163, 0.059)
N (-1.344, 0.878, -0.054)
N (-4.300, 0.449, 1.092)
O (-1.106, -1.298, 0.311)
I (-3.128, -0.183, -0.105)
H (0.484, -0.083, -0.092)

Molecular formula: CHIOS2
Method: DFT, ωB97M-V/def2-TZVPD

Calculated values
**DFT total energy**: -32869.764 eV
**Energy above the lowest of the compared OMol25 structures with the same formula, charge and spin**: 43.46 kcal per mole

CARTESIAN COORDINATES (ANGSTROEM)
C (-0.188, 0.185, -0.820)
O (1.871, -1.652, -0.853)
S (0.919, 1.009, -1.834)
S (0.800, -1.163, -1.658)
I (-2.488, -0.173, -1.219)
H (-0.074, 0.125, 0.151)

Molecular formula: CHIrLiO2
Method: DFT, ωB97M-V/def2-TZVPD

Calculated values
**Multiplicity**: 5
**DFT total energy**: -8146.066 eV
**Energy above the lowest of the compared OMol25 structures with the same formula, charge and spin**: 25.02 kcal per mole
**Charge**: +3

CARTESIAN COORDINATES (ANGSTROEM)
O (0.115, 0.988, -1.305)
C (-0.539, 0.314, -0.534)
H (-0.991, -0.735, -0.804)
O (0.039, -0.288, 0.576)
Li (1.757, 0.753, -0.063)
Ir (-0.381, -1.033, 2.130)

Molecular formula: CHLiMgO2
Method: DFT, ωB97M-V/def2-TZVPD

Calculated values
**DFT total energy**: -10778.065 eV
**Energy above the lowest of the compared OMol25 structures with the same formula, charge and spin**: 60.19 kcal per mole
**Charge**: +2

CARTESIAN COORDINATES (ANGSTROEM)
H (-0.499, -1.243, -0.318)
O (0.495, -0.150, -0.267)
C (-0.704, -0.372, 0.309)
O (-1.504, 0.467, -0.028)
Li (2.211, -0.553, 0.273)
Mg (0.002, 1.852, 0.030)

Molecular formula: CHN2
Method: DFT, ωB97M-V/def2-TZVPD

Calculated values
**DFT total energy**: -4017.294 eV
**Energy above the lowest of the compared OMol25 structures with the same formula, charge and spin**: 69.55 kcal per mole
**Charge**: +1

CARTESIAN COORDINATES (ANGSTROEM)
C (0.298, 0.161, 0.183)
N (-0.643, -0.429, -0.216)
N (1.804, 1.072, 0.862)
H (-1.460, -0.804, -0.829)

Molecular formula: CHN2O2P
Method: DFT, ωB97M-V/def2-TZVPD

Calculated values
**DFT total energy**: -17411.266 eV
**Energy above the lowest of the compared OMol25 structures with the same formula, charge and spin**: 42.17 kcal per mole

CARTESIAN COORDINATES (ANGSTROEM)
C (0.686, -0.724, 0.886)
N (1.622, -0.502, 1.532)
N (3.951, -0.034, 1.777)
O (4.410, -1.012, 2.198)
O (4.251, 0.808, 1.003)
P (-0.598, -1.039, -0.240)
H (0.292, -0.355, -1.079)

Molecular formula: CHN2O3P
Method: DFT, ωB97M-V/def2-TZVPD

Calculated values
**DFT total energy**: -19462.226 eV
**Energy above the lowest of the compared OMol25 structures with the same formula, charge and spin**: 102.49 kcal per mole
**Charge**: -2

CARTESIAN COORDINATES (ANGSTROEM)
C (-1.119, 0.153, 0.266)
N (-1.439, 1.479, -0.053)
N (-2.063, 0.717, -0.805)
O (1.092, -1.936, -0.561)
O (1.868, 0.423, -1.272)
O (1.791, -0.298, 1.261)
P (1.310, -0.453, -0.157)
H (-1.440, -0.085, 1.322)

Molecular formula: CHN2O5
Method: DFT, ωB97M-V/def2-TZVPD

Calculated values
**DFT total energy**: -14268.570 eV
**Energy above the lowest of the compared OMol25 structures with the same formula, charge and spin**: 7.24 kcal per mole
**Charge**: -1

CARTESIAN COORDINATES (ANGSTROEM)
C (2.129, -0.647, 0.003)
N (-1.741, 1.008, 0.152)
N (-0.517, 0.726, 0.002)
O (2.505, -0.937, -1.034)
O (0.245, 1.711, 0.115)
O (1.976, -0.383, 1.111)
O (-0.136, -0.412, -0.269)
O (-2.569, -0.152, -0.027)
H (-1.892, -0.915, -0.054)

Molecular formula: CHN2O5
Method: DFT, ωB97M-V/def2-TZVPD

Calculated values
**DFT total energy**: -14268.689 eV
**Energy above the lowest of the compared OMol25 structures with the same formula, charge and spin**: 4.50 kcal per mole
**Charge**: -1

CARTESIAN COORDINATES (ANGSTROEM)
C (0.945, -1.970, -0.025)
N (-0.480, 1.697, 0.783)
N (-0.152, 0.583, 0.299)
O (1.787, -1.692, -0.778)
O (0.610, -0.192, 0.976)
O (0.283, -2.697, 0.581)
O (-0.542, 0.230, -0.851)
O (-1.314, 2.320, -0.105)
H (-1.138, 1.722, -0.881)

Molecular formula: CHN3O
Method: DFT, ωB97M-V/def2-TZVPD

Calculated values
**DFT total energy**: -7564.624 eV
**Energy above the lowest of the compared OMol25 structures with the same formula, charge and spin**: 164.86 kcal per mole

CARTESIAN COORDINATES (ANGSTROEM)
C (-1.158, -0.258, -0.006)
N (1.735, 0.244, -0.639)
N (1.689, 0.076, 0.570)
N (0.709, 0.925, 0.144)
O (-0.976, -1.402, -0.115)
H (-1.999, 0.415, 0.044)

Molecular formula: CHN3O
Method: DFT, ωB97M-V/def2-TZVPD

Calculated values
**DFT total energy**: -7563.974 eV
**Energy above the lowest of the compared OMol25 structures with the same formula, charge and spin**: 179.87 kcal per mole

CARTESIAN COORDINATES (ANGSTROEM)
C (0.006, -0.989, 0.317)
N (1.132, -2.178, -2.570)
N (2.077, -2.106, -1.785)
N (1.462, -0.938, -1.749)
O (0.630, -0.769, 1.293)
H (-1.122, -1.211, 0.056)

Molecular formula: CHN3O2
Method: DFT, ωB97M-V/def2-TZVPD

Calculated values
**Structure (SMILES)**: O=c1nn[nH]o1
**DFT total energy**: -9615.171 eV
**Energy above the lowest of the compared OMol25 structures with the same formula, charge and spin**: 51.54 kcal per mole

CARTESIAN COORDINATES (ANGSTROEM)
C (-0.810, 0.007, -0.049)
H (1.912, -1.059, -0.385)
N (0.023, 1.195, -0.100)
N (1.261, 0.827, 0.010)
N (1.351, -0.580, 0.239)
O (-1.990, -0.032, 0.111)
O (0.053, -1.102, -0.156)

Molecular formula: CHN3O2
Method: DFT, ωB97M-V/def2-TZVPD

Calculated values
**Structure (SMILES)**: Oc1nnon1
**DFT total energy**: -9614.345 eV
**Energy above the lowest of the compared OMol25 structures with the same formula, charge and spin**: 70.59 kcal per mole

CARTESIAN COORDINATES (ANGSTROEM)
C (0.643, -0.018, 0.032)
H (2.332, 0.966, 0.327)
N (-0.212, 1.089, -0.104)
N (-1.467, 0.761, 0.047)
N (0.013, -1.119, -0.064)
O (1.964, -0.011, -0.005)
O (-1.280, -0.736, 0.047)

Molecular formula: CHN3O2S
Method: DFT, ωB97M-V/def2-TZVPD

Calculated values
**DFT total energy**: -20448.380 eV
**Energy above the lowest of the compared OMol25 structures with the same formula, charge and spin**: 108.25 kcal per mole

CARTESIAN COORDINATES (ANGSTROEM)
C (1.278, 0.024, 0.065)
N (0.509, 0.942, -0.248)
N (0.907, -1.204, 0.418)
N (-0.552, -1.350, 0.110)
O (-1.551, 0.582, 1.026)
O (-1.874, 0.376, -1.417)
S (-0.987, 0.229, -0.309)
H (2.270, 0.401, 0.355)

Molecular formula: CHN3O3
Method: DFT, ωB97M-V/def2-TZVPD

Calculated values
**Structure (SMILES)**: O=N/C=[N+](/[O-])N=O
**DFT total energy**: -11657.569 eV
**Energy above the lowest of the compared OMol25 structures with the same formula, charge and spin**: 98.35 kcal per mole

CARTESIAN COORDINATES (ANGSTROEM)
C (-0.937, 0.010, -0.120)
N (1.431, 0.129, 0.054)
N (-1.226, 1.223, -0.040)
N (0.375, -0.653, -0.022)
O (2.556, -0.323, 0.091)
O (-0.789, 2.349, 0.014)
O (0.326, -1.921, -0.046)
H (-1.736, -0.816, 0.071)

Molecular formula: CHN3O3S
Method: DFT, ωB97M-V/def2-TZVPD

Calculated values
**DFT total energy**: -22493.443 eV
**Energy above the lowest of the compared OMol25 structures with the same formula, charge and spin**: 186.61 kcal per mole

CARTESIAN COORDINATES (ANGSTROEM)
C (-1.187, -1.127, 0.590)
N (-0.592, -2.046, 0.926)
N (-0.692, 1.054, -0.114)
N (1.541, -0.151, -0.539)
O (0.982, 0.018, -1.513)
O (2.465, -0.705, -0.107)
O (-1.692, -0.101, 0.192)
S (0.450, 1.262, 0.953)
H (-1.274, 1.796, -0.389)